1.
Below is a cluster of 6 separate species, C27H43N9O7 in total at a distorted geometry, with properties calculated with wB97M-V/def2-TZVPD.

Output
LUMO in eV: -0.9
Energy in eV: -56444.2144
Gap between HOMO and LUMO in eV: 7.298
SMILES: O=C1c2ccccc2C(=O)c2ccccc21.CC1(C)CCCC(C)(C)N1O.NC(N)=O.NC(N)=O.NC(N)=O.NC(N)=O
HOMO in eV: -8.18
Maximum force in eV/Å: 1.55
Charge: 0

Last column: Löwdin charge in e.
Element x y z (Å)
O1 -3.00 -0.66 -3.94  0.0950
C1 -3.20 0.53 -4.04  -0.2776
C2 -3.31 1.41 -2.84  -0.0810
C3 -3.34 0.78 -1.60  -0.0115
C4 -3.37 1.56 -0.45  -0.0596
C5 -3.43 2.95 -0.54  -0.0533
C6 -3.44 3.56 -1.78  0.0031
C7 -3.37 2.79 -2.94  -0.0805
C8 -3.40 3.45 -4.27  -0.2808
O2 -3.35 4.65 -4.39  0.1124
C9 -3.49 2.55 -5.47  -0.0771
C10 -3.69 3.15 -6.71  -0.0012
C11 -3.86 2.37 -7.83  -0.0591
C12 -3.78 0.98 -7.75  -0.0554
C13 -3.58 0.39 -6.51  -0.0075
C14 -3.43 1.16 -5.37  -0.0852
H1 -3.25 -0.29 -1.48  0.1084
H2 -3.29 1.09 0.53  0.1039
H3 -3.49 3.54 0.36  0.1002
H4 -3.47 4.64 -1.84  0.1221
H5 -3.70 4.23 -6.76  0.1208
H6 -3.98 2.79 -8.82  0.1079
H7 -3.83 0.36 -8.64  0.1065
H8 -3.64 -0.68 -6.41  0.1200
C15 4.17 -5.00 2.75  -0.0340
C16 3.29 -3.91 3.38  -0.5307
C17 2.19 -4.53 4.24  -0.0227
C18 4.21 -3.07 4.27  -0.1461
C19 3.68 -1.70 4.66  -0.1795
C20 3.32 -0.91 3.41  -0.1326
C21 2.35 -1.64 2.47  -0.4898
C22 0.93 -1.52 3.02  -0.0109
C23 2.48 -0.99 1.10  -0.0285
N1 2.77 -3.04 2.34  -0.0988
O3 2.24 -3.75 1.23  -0.0429
H9 3.50 -5.71 2.27  0.0804
H10 4.88 -4.55 2.06  0.0872
H11 4.68 -5.55 3.54  0.0863
H12 2.61 -5.33 4.86  0.0842
H13 1.79 -3.79 4.94  0.0708
H14 1.40 -4.99 3.64  0.0851
H15 4.35 -3.63 5.20  0.1224
H16 5.21 -2.99 3.83  0.1210
H17 2.80 -1.81 5.30  0.1020
H18 4.41 -1.14 5.25  0.1135
H19 4.27 -0.73 2.89  0.1217
H20 2.90 0.07 3.63  0.1263
H21 0.87 -1.71 4.09  0.0789
H22 0.26 -2.19 2.49  0.0573
H23 0.57 -0.49 2.87  0.0704
H24 2.13 0.04 1.12  0.0791
H25 1.88 -1.49 0.33  0.0705
H26 3.52 -1.05 0.76  0.0936
H27 2.85 -3.55 0.52  0.1142
N2 -0.34 -0.66 -1.30  0.1952
C24 -0.01 0.55 -0.78  -0.6537
N3 -0.14 0.63 0.58  0.1718
O4 0.34 1.53 -1.43  -0.0010
H28 -0.34 -0.71 -2.30  0.1101
H29 -0.69 -1.40 -0.72  0.0555
H30 -0.03 1.53 1.03  0.0640
H31 -0.24 -0.21 1.14  0.0471
N4 -0.45 -3.85 0.36  0.1837
C25 -1.55 -3.09 0.55  -0.6793
N5 -2.70 -3.55 -0.04  0.1592
O5 -1.56 -2.05 1.19  -0.0092
H32 -0.50 -4.63 -0.27  0.1048
H33 0.42 -3.60 0.82  0.0621
H34 -2.80 -4.34 -0.65  0.0966
H35 -3.56 -3.03 0.05  0.1009
N6 -1.51 2.88 3.49  0.1527
C26 -0.32 3.32 2.94  -0.6535
N7 -0.26 4.68 2.78  0.1580
O6 0.57 2.56 2.59  0.0111
H36 -2.35 3.40 3.27  0.0904
H37 -1.59 1.89 3.63  0.0990
H38 -0.80 5.25 3.41  0.0957
H39 0.52 5.07 2.28  0.1065
N8 2.84 3.36 -1.20  0.1484
C27 2.45 4.30 -2.11  -0.6863
N9 1.20 4.07 -2.62  0.1490
O7 3.12 5.28 -2.44  0.0041
H40 2.13 2.81 -0.74  0.0655
H41 3.68 3.53 -0.67  0.0940
H42 0.88 4.64 -3.38  0.0949
H43 0.77 3.17 -2.47  0.0437

2.
Below is the molecule C27H43NO8 at a distorted geometry, with properties calculated with wB97M-V/def2-TZVPD.

Output
LUMO in eV: 0.6
Energy in eV: -46567.2640
Gap between HOMO and LUMO in eV: 9.455
Relative energy (zero: lowest compared OMol25 entry of this formula, charge and spin) in kcal/mol: 2.0
SMILES: C=C[C@@]1(C)CC(=O)[C@]2(O)[C@@]3(C)[C@@H](O)CCC(C)(C)[C@@H]3[C@H](OC(=O)CCN(C)C)[C@H](OC(C)=O)[C@@]2(C)O1
HOMO in eV: -8.86
Maximum force in eV/Å: 1.10
Charge: 0

Last column: Löwdin charge in e.
Element x y z (Å)
C1 -3.78 -2.44 2.23  0.0371
C2 -3.96 -2.32 0.93  -0.1129
C3 -2.86 -2.58 -0.09  -0.4944
C4 -2.85 -4.10 -0.37  0.0012
C5 -3.13 -1.84 -1.40  -0.0175
C6 -2.75 -0.39 -1.41  -0.2776
O1 -3.13 0.35 -2.30  0.1031
C7 -1.87 0.06 -0.24  -0.2706
O2 -2.70 0.08 0.91  0.0431
C8 -1.22 1.48 -0.41  -0.2315
C9 -0.38 1.58 -1.68  0.0073
C10 -2.35 2.58 -0.53  -0.2788
O3 -3.69 2.13 -0.37  -0.0309
C11 -2.18 3.72 0.48  -0.1145
C12 -0.75 4.19 0.50  -0.1359
C13 0.18 3.14 1.13  -0.4688
C14 1.60 3.38 0.61  -0.0258
C15 0.20 3.38 2.65  -0.0280
C16 -0.39 1.71 0.88  -0.1096
C17 0.67 0.62 1.11  -0.1414
O4 1.72 0.63 0.14  0.0084
C18 2.96 0.38 0.58  -0.4907
O5 3.23 0.10 1.72  0.1219
C19 4.01 0.60 -0.48  -0.0626
C20 3.61 0.23 -1.91  -0.2060
N1 3.02 -1.08 -2.03  -0.2907
C21 3.85 -2.14 -1.49  -0.0783
C22 2.67 -1.35 -3.41  -0.1030
C23 0.01 -0.76 1.19  -0.1369
O6 1.02 -1.75 1.33  0.0496
C24 1.36 -2.11 2.58  -0.5219
C25 2.52 -3.06 2.55  0.0322
O7 0.81 -1.70 3.56  0.1227
C26 -0.88 -1.12 0.00  -0.3099
C27 -0.06 -1.51 -1.24  0.0403
O8 -1.59 -2.26 0.46  -0.0266
H1 -2.81 -2.68 2.63  0.0710
H2 -4.57 -2.28 2.93  0.0580
H3 -4.92 -2.07 0.52  0.1123
H4 -3.82 -4.43 -0.72  0.0907
H5 -2.09 -4.34 -1.11  0.0825
H6 -2.61 -4.62 0.56  0.0906
H7 -2.58 -2.31 -2.22  0.1390
H8 -4.19 -1.92 -1.67  0.1434
H9 -3.33 0.82 0.79  0.1069
H10 -0.97 1.30 -2.55  0.0916
H11 -0.05 2.60 -1.82  0.0869
H12 0.50 0.94 -1.63  0.0628
H13 -2.26 3.01 -1.54  0.1523
H14 -3.96 1.71 -1.19  0.0897
H15 -2.86 4.52 0.18  0.1262
H16 -2.50 3.37 1.46  0.1245
H17 -0.43 4.41 -0.53  0.1179
H18 -0.67 5.13 1.06  0.1225
H19 2.34 2.86 1.21  0.0856
H20 1.82 4.45 0.66  0.0938
H21 1.71 3.07 -0.43  0.0787
H22 -0.80 3.38 3.06  0.0876
H23 0.66 4.34 2.87  0.0891
H24 0.78 2.61 3.16  0.0870
H25 -1.10 1.54 1.70  0.1557
H26 1.14 0.79 2.09  0.1552
H27 4.26 1.67 -0.46  0.1313
H28 4.91 0.06 -0.17  0.1211
H29 2.87 0.95 -2.27  0.1158
H30 4.51 0.33 -2.54  0.1267
H31 4.85 -2.17 -1.94  0.0936
H32 3.36 -3.10 -1.68  0.0887
H33 3.94 -2.02 -0.41  0.0772
H34 2.15 -2.31 -3.47  0.0836
H35 1.99 -0.57 -3.77  0.0849
H36 3.55 -1.38 -4.07  0.0889
H37 -0.62 -0.79 2.09  0.1700
H38 2.51 -3.69 3.44  0.0876
H39 2.50 -3.66 1.65  0.0835
H40 3.43 -2.46 2.56  0.0856
H41 0.95 -1.13 -1.18  0.0594
H42 -0.52 -1.17 -2.16  0.0909
H43 0.01 -2.60 -1.26  0.1075

3.
Below is a structure of composition C27H44AuNOSSiTe at a distorted geometry, with properties calculated with wB97M-V/def2-TZVPD.

Output
LUMO in eV: -5.9
Energy in eV: -61935.9214
Gap between HOMO and LUMO in eV: 7.949
Relative energy (zero: lowest compared OMol25 entry of this formula, charge and spin) in kcal/mol: 0.0
HOMO in eV: -13.84
Maximum force in eV/Å: 2.24
Charge: +2

Last column: Löwdin charge in e.
Element x y z (Å)
Au1 -0.94 -2.26 -0.45  0.4415
C1 -1.85 -0.47 0.09  -0.4182
Si1 -0.78 0.94 0.55  0.5760
C2 -0.37 -0.48 3.82  0.1772
N1 -0.09 -1.61 3.31  -0.0721
C3 -1.06 -2.73 3.27  -0.1110
C4 -0.50 -3.91 4.05  -0.1489
C5 0.87 -4.32 3.51  -0.1772
C6 1.83 -3.13 3.54  -0.1407
C7 1.25 -1.94 2.78  -0.1168
C8 1.06 0.74 0.84  -0.2715
C9 1.64 1.61 1.77  -0.1057
C10 3.00 1.54 2.07  -0.0580
C11 3.80 0.60 1.43  -0.0579
C12 3.24 -0.27 0.50  -0.0735
C13 1.89 -0.20 0.22  -0.1470
C14 -1.47 2.40 1.49  -0.2517
C15 -2.26 2.15 2.62  -0.1147
C16 -2.83 3.17 3.36  -0.0649
C17 -2.62 4.48 2.98  -0.0526
C18 -1.85 4.76 1.86  -0.0546
C19 -1.27 3.74 1.13  -0.0782
H1 -2.15 -0.15 -0.91  -0.0449
H2 -2.80 -0.54 0.62  0.0003
H3 -1.35 -0.35 4.27  0.1202
H4 0.38 0.30 3.90  0.1234
H5 -1.19 -2.98 2.22  0.0878
H6 -2.00 -2.37 3.68  0.1362
H7 -1.22 -4.73 3.97  0.1294
H8 -0.42 -3.65 5.11  0.1294
H9 0.77 -4.69 2.48  0.1142
H10 1.28 -5.13 4.10  0.1260
H11 2.78 -3.38 3.07  0.1285
H12 2.04 -2.83 4.57  0.1302
H13 1.10 -2.19 1.72  0.1013
H14 1.88 -1.05 2.84  0.1145
H15 1.03 2.36 2.25  0.1015
H16 3.43 2.23 2.78  0.1166
H17 4.85 0.55 1.66  0.1171
H18 3.87 -1.00 0.01  0.1141
H19 1.46 -0.90 -0.50  0.0634
H20 -2.48 1.12 2.91  0.0805
H21 -3.43 2.94 4.22  0.1129
H22 -3.07 5.29 3.55  0.1172
H23 -1.69 5.79 1.56  0.1157
H24 -0.66 3.99 0.28  0.0967
C20 -1.61 -5.15 -2.56  -0.4122
Te1 0.06 -4.48 -1.44  1.1680
C21 1.05 -3.58 -3.09  -0.4193
H25 -2.06 -4.31 -3.09  0.0107
H26 -2.33 -5.59 -1.87  0.0109
H27 -1.26 -5.91 -3.26  0.0167
H28 1.49 -4.36 -3.71  0.0151
H29 1.84 -2.93 -2.71  -0.0040
H30 0.33 -2.99 -3.66  0.0056
C22 -0.72 0.68 -5.78  -0.0989
C23 -1.86 0.93 -4.80  -0.2797
C24 -1.49 1.86 -3.64  -0.3120
S1 -0.33 1.07 -2.52  1.0536
O1 -0.60 1.71 -1.13  -0.5244
C25 1.27 1.75 -3.07  -0.3003
C26 1.75 2.97 -2.29  -0.2631
C27 1.01 4.25 -2.64  -0.0879
H31 -1.06 0.04 -6.60  0.0853
H32 0.12 0.17 -5.31  0.0639
H33 -0.36 1.61 -6.22  0.0879
H34 -2.23 -0.01 -4.39  0.1078
H35 -2.70 1.39 -5.32  0.1239
H36 -2.36 2.07 -3.01  0.1103
H37 -1.07 2.81 -3.98  0.0963
H38 1.12 2.00 -4.12  0.0887
H39 1.97 0.92 -3.01  0.0917
H40 2.81 3.08 -2.50  0.1255
H41 1.67 2.77 -1.22  0.0909
H42 1.09 4.48 -3.71  0.0872
H43 1.43 5.10 -2.10  0.0861
H44 -0.05 4.20 -2.38  0.0641